Record 1
The following is a DFT calculation (wB97M-V/def2-TZVPD) of a 2-piece molecular cluster, C9H14 overall at a distorted geometry.

ORCA input file:
```
! RIJCOSX wB97M-V def2-TZVPD def2/J DEFGRID3
* xyz -1 2
C -1.3040 0.5654 2.8633
C -1.2387 -0.8868 2.3310
H -0.8542 0.6527 3.8569
H -0.6758 1.1802 2.2248
H -2.3403 0.8787 2.9682
H -0.4673 -1.4983 2.8080
H -1.0293 -0.8679 1.2644
H -2.1519 -1.4361 2.5779
C 2.6901 0.2833 -0.4997
C -0.4325 -1.1745 -2.1616
C 0.8662 -1.0842 -1.6654
C -1.3018 -0.0972 -2.1404
C 1.2758 0.0757 -0.9392
C -0.8012 1.1482 -1.6337
C 0.4553 1.2204 -1.0824
H -0.7097 -2.1256 -2.6200
H 1.4942 -1.9639 -1.6924
H -2.3044 -0.1116 -2.5469
H -1.4039 2.0377 -1.8138
H 2.8964 1.3063 -0.1589
H 3.3623 0.1063 -1.3693
H 0.9025 2.1802 -0.8470
H 3.0723 -0.3889 0.2762
*
```

Values from the calculation:
**Relative energy (zero: lowest compared OMol25 entry of this formula, charge and spin)**: 0.250 eV
**LUMO level (alpha / beta)**: 3.972 / 3.801 eV
**F_max**: 0.02346 Eh/bohr
**⟨S²⟩**: 0.76



Record 2
The following is a DFT calculation (wB97M-V/def2-TZVPD) of C6H12 as an isolated structure at a distorted geometry.

ORCA input file:
```
! RIJCOSX wB97M-V def2-TZVPD def2/J DEFGRID3
* xyz 0 1
C 0.3594 -0.4322 1.8422
C 0.1662 0.2810 0.5374
C -0.0440 1.7843 0.6857
C -0.7035 -0.3291 -0.5077
C -0.3252 -0.1589 -1.9513
C -0.1605 -1.4904 -1.2705
H 0.8052 -1.3964 1.6016
H 1.0536 0.1359 2.4748
H -0.5754 -0.5664 2.3947
H 1.3975 0.1546 0.0002
H 0.9726 1.5095 0.2507
H -0.6776 2.3104 -0.0365
H 0.0240 2.2506 1.6765
H -1.7704 -0.3163 -0.2878
H -1.1193 -0.0459 -2.6833
H 0.5823 0.3991 -2.1721
H 0.8575 -1.7958 -1.0370
H -0.8422 -2.2938 -1.5177
*
```

Values from the calculation:
**Relative energy (zero: lowest compared OMol25 entry of this formula, charge and spin)**: 3.772 eV
**LUMO level**: 1.222 eV
**F_max**: 0.08439 Eh/bohr



Record 3
The following is a DFT calculation (wB97M-V/def2-TZVPD) of C25H43F3P2Ru as an isolated structure at a distorted geometry.

ORCA input file:
```
! RIJCOSX wB97M-V def2-TZVPD def2/J DEFGRID3
* xyz 1 6
Ru -0.1499 -0.9998 1.0059
C -1.2205 -0.6022 2.8129
C -2.4465 -0.2290 2.1137
C -2.4304 -2.5348 2.2433
C -1.2491 -2.0802 2.8974
C -3.1417 -1.4036 1.7652
C -0.4704 0.2471 3.7745
H -0.5361 1.3065 3.5020
H 0.5897 -0.0298 3.8068
H -0.8720 0.1265 4.7882
C -0.4917 -2.8522 3.9018
H 0.4657 -2.3860 4.1431
H -0.3055 -3.8827 3.5774
H -1.0961 -2.9003 4.8233
C -2.9246 -3.9307 2.2543
H -3.6562 -4.0725 3.0632
H -2.1062 -4.6384 2.4235
H -3.4127 -4.1951 1.3081
C -4.5097 -1.4716 1.1632
H -5.2589 -1.7445 1.9229
H -4.5659 -2.2289 0.3657
H -4.7958 -0.4982 0.7446
C -2.9533 1.1539 1.9781
H -3.7980 1.3192 2.6656
H -3.3198 1.3603 0.9604
H -2.1760 1.8815 2.2296
C 3.3654 2.1193 -1.7116
C 2.8425 3.1226 -0.9695
C 2.2876 4.3840 -1.5693
C 1.4025 4.1664 -2.8326
C 0.5911 2.9077 -2.8143
C 0.9662 1.7797 -3.4548
C 2.3503 1.5337 -4.0114
C 3.5237 2.1638 -3.1939
H 3.1509 5.0299 -1.8310
H 2.0276 4.2384 -3.7383
H 1.6876 4.9563 -0.8345
H 3.7180 3.1867 -3.5546
H 3.8631 1.2840 -1.2200
H 3.0145 3.1545 0.1107
H 4.4357 1.5750 -3.4192
H 2.5593 0.4471 -4.1106
H 0.2014 1.0740 -3.7892
H 2.3622 1.9449 -5.0402
H 0.6818 5.0056 -2.8848
H -0.4212 3.0184 -2.4176
P 1.4670 0.3008 0.3873
P -0.9413 -1.4614 -1.1078
C 1.5774 -0.1718 -1.3745
C 0.5755 -1.1253 -2.0465
H 2.6017 -0.5144 -1.5610
H 1.4754 0.8010 -1.8594
H 0.2480 -0.7008 -3.0073
H 1.0545 -2.0889 -2.2643
C -1.5367 -3.1138 -1.3924
H -2.4790 -3.2724 -0.8545
H -0.8091 -3.8459 -1.0269
H -1.7002 -3.2608 -2.4662
C -2.2296 -0.2865 -1.5257
H -2.2035 -0.0662 -2.5980
H -2.1059 0.6452 -0.9631
H -3.2013 -0.7201 -1.2623
C 3.0502 0.2218 1.1671
H 2.9115 0.3095 2.2495
H 3.7072 1.0252 0.8279
H 3.5104 -0.7498 0.9584
C 0.6037 1.8590 0.6529
H -0.4750 1.7189 0.5395
H 0.9290 2.6204 -0.0551
H 0.8152 2.1969 1.6725
F 1.9603 -2.7273 2.0719
C 1.1090 -2.6906 0.9769
F 1.9476 -2.8611 -0.1190
F 0.3595 -3.8484 1.0318
*
```

Values from the calculation:
**Relative energy (zero: lowest compared OMol25 entry of this formula, charge and spin)**: 1.067 eV
**LUMO level (alpha / beta)**: -1.867 / -4.817 eV
**F_max**: 0.06501 Eh/bohr
**⟨S²⟩**: 8.77



Record 4
The following is a DFT calculation (wB97M-V/def2-TZVPD) of C28H24I2N3NiO4S as an isolated structure at a distorted geometry.

ORCA input file:
```
! RIJCOSX wB97M-V def2-TZVPD def2/J DEFGRID3
* xyz -1 1
Ni -0.5837 -1.1016 -0.2035
C 4.4788 2.4392 2.6441
C 3.9394 1.5527 1.5540
C 4.2271 1.8007 0.2195
C 3.7067 0.9977 -0.7894
C 2.8841 -0.0684 -0.4637
C 2.6148 -0.3495 0.8719
C 3.1322 0.4593 1.8655
S 2.1380 -1.0710 -1.7270
O 2.1423 -2.4208 -1.2309
O 2.8528 -0.7753 -2.9475
N 0.6196 -0.5703 -1.7682
C 0.2787 0.6590 -2.3385
C 1.0950 1.5423 -3.0146
C 0.5891 2.7361 -3.5766
C -0.7272 3.0778 -3.5031
C -1.6076 2.2065 -2.8153
C -2.9924 2.4613 -2.6889
C -3.7946 1.5875 -2.0159
C -3.1978 0.4506 -1.4321
N -1.9203 0.2032 -1.5172
C -1.1100 1.0341 -2.2164
H 5.4285 2.8911 2.3546
H 4.6344 1.8795 3.5672
H 3.7788 3.2497 2.8649
H 4.8609 2.6422 -0.0399
H 3.9342 1.1960 -1.8270
H 1.9987 -1.2012 1.1278
H 2.8960 0.2487 2.9037
H 2.1351 1.3052 -3.1523
H 1.2831 3.3906 -4.0919
H -1.1104 3.9843 -3.9564
H -3.4023 3.3577 -3.1415
H -4.8577 1.7568 -1.9085
H -3.7894 -0.2626 -0.8650
I 0.4833 3.7379 1.3255
C -0.2150 2.0928 2.3719
C -0.5440 2.1965 3.7363
C -1.0033 1.1228 4.4578
I -1.4391 1.3791 6.4779
C -1.1497 -0.1441 3.8288
C -1.5999 -1.3447 4.4249
C -1.6709 -2.4928 3.6844
C -1.3022 -2.4746 2.3247
N -0.8891 -1.3716 1.7537
C -0.8120 -0.2238 2.4700
C -0.3436 0.8869 1.6877
O -0.0802 0.6659 0.4635
H -0.4291 3.1558 4.2235
H -1.8895 -1.3431 5.4681
H -2.0120 -3.4179 4.1286
H -1.3599 -3.3425 1.6787
C -2.9807 -4.0756 -1.5073
C -1.8355 -3.0950 -1.7220
C -0.7361 -3.7056 -2.5822
O -1.3530 -2.7114 -0.4653
H -3.4497 -4.3573 -2.4550
H -3.7412 -3.6343 -0.8586
H -2.6057 -4.9826 -1.0233
H -2.2366 -2.2274 -2.2704
H -0.3576 -4.6151 -2.1057
H 0.0965 -3.0107 -2.6732
H -1.0991 -3.9570 -3.5848
*
```

Values from the calculation:
**Relative energy (zero: lowest compared OMol25 entry of this formula, charge and spin)**: 0.119 eV
**LUMO level (alpha / beta)**: 2.011 / 2.011 eV
**F_max**: 0.02688 Eh/bohr



What did the third record say?
The following is a DFT calculation (wB97M-V/def2-TZVPD) of C25H43F3P2Ru as an isolated structure at a distorted geometry.

ORCA input file:
```
! RIJCOSX wB97M-V def2-TZVPD def2/J DEFGRID3
* xyz 1 6
Ru -0.1499 -0.9998 1.0059
C -1.2205 -0.6022 2.8129
C -2.4465 -0.2290 2.1137
C -2.4304 -2.5348 2.2433
C -1.2491 -2.0802 2.8974
C -3.1417 -1.4036 1.7652
C -0.4704 0.2471 3.7745
H -0.5361 1.3065 3.5020
H 0.5897 -0.0298 3.8068
H -0.8720 0.1265 4.7882
C -0.4917 -2.8522 3.9018
H 0.4657 -2.3860 4.1431
H -0.3055 -3.8827 3.5774
H -1.0961 -2.9003 4.8233
C -2.9246 -3.9307 2.2543
H -3.6562 -4.0725 3.0632
H -2.1062 -4.6384 2.4235
H -3.4127 -4.1951 1.3081
C -4.5097 -1.4716 1.1632
H -5.2589 -1.7445 1.9229
H -4.5659 -2.2289 0.3657
H -4.7958 -0.4982 0.7446
C -2.9533 1.1539 1.9781
H -3.7980 1.3192 2.6656
H -3.3198 1.3603 0.9604
H -2.1760 1.8815 2.2296
C 3.3654 2.1193 -1.7116
C 2.8425 3.1226 -0.9695
C 2.2876 4.3840 -1.5693
C 1.4025 4.1664 -2.8326
C 0.5911 2.9077 -2.8143
C 0.9662 1.7797 -3.4548
C 2.3503 1.5337 -4.0114
C 3.5237 2.1638 -3.1939
H 3.1509 5.0299 -1.8310
H 2.0276 4.2384 -3.7383
H 1.6876 4.9563 -0.8345
H 3.7180 3.1867 -3.5546
H 3.8631 1.2840 -1.2200
H 3.0145 3.1545 0.1107
H 4.4357 1.5750 -3.4192
H 2.5593 0.4471 -4.1106
H 0.2014 1.0740 -3.7892
H 2.3622 1.9449 -5.0402
H 0.6818 5.0056 -2.8848
H -0.4212 3.0184 -2.4176
P 1.4670 0.3008 0.3873
P -0.9413 -1.4614 -1.1078
C 1.5774 -0.1718 -1.3745
C 0.5755 -1.1253 -2.0465
H 2.6017 -0.5144 -1.5610
H 1.4754 0.8010 -1.8594
H 0.2480 -0.7008 -3.0073
H 1.0545 -2.0889 -2.2643
C -1.5367 -3.1138 -1.3924
H -2.4790 -3.2724 -0.8545
H -0.8091 -3.8459 -1.0269
H -1.7002 -3.2608 -2.4662
C -2.2296 -0.2865 -1.5257
H -2.2035 -0.0662 -2.5980
H -2.1059 0.6452 -0.9631
H -3.2013 -0.7201 -1.2623
C 3.0502 0.2218 1.1671
H 2.9115 0.3095 2.2495
H 3.7072 1.0252 0.8279
H 3.5104 -0.7498 0.9584
C 0.6037 1.8590 0.6529
H -0.4750 1.7189 0.5395
H 0.9290 2.6204 -0.0551
H 0.8152 2.1969 1.6725
F 1.9603 -2.7273 2.0719
C 1.1090 -2.6906 0.9769
F 1.9476 -2.8611 -0.1190
F 0.3595 -3.8484 1.0318
*
```

Values from the calculation:
**Relative energy (zero: lowest compared OMol25 entry of this formula, charge and spin)**: 1.067 eV
**LUMO level (alpha / beta)**: -1.867 / -4.817 eV
**F_max**: 0.06501 Eh/bohr
**⟨S²⟩**: 8.77



What did the third record say?
The following is a DFT calculation (wB97M-V/def2-TZVPD) of C25H43F3P2Ru as an isolated structure at a distorted geometry.

ORCA input file:
```
! RIJCOSX wB97M-V def2-TZVPD def2/J DEFGRID3
* xyz 1 6
Ru -0.1499 -0.9998 1.0059
C -1.2205 -0.6022 2.8129
C -2.4465 -0.2290 2.1137
C -2.4304 -2.5348 2.2433
C -1.2491 -2.0802 2.8974
C -3.1417 -1.4036 1.7652
C -0.4704 0.2471 3.7745
H -0.5361 1.3065 3.5020
H 0.5897 -0.0298 3.8068
H -0.8720 0.1265 4.7882
C -0.4917 -2.8522 3.9018
H 0.4657 -2.3860 4.1431
H -0.3055 -3.8827 3.5774
H -1.0961 -2.9003 4.8233
C -2.9246 -3.9307 2.2543
H -3.6562 -4.0725 3.0632
H -2.1062 -4.6384 2.4235
H -3.4127 -4.1951 1.3081
C -4.5097 -1.4716 1.1632
H -5.2589 -1.7445 1.9229
H -4.5659 -2.2289 0.3657
H -4.7958 -0.4982 0.7446
C -2.9533 1.1539 1.9781
H -3.7980 1.3192 2.6656
H -3.3198 1.3603 0.9604
H -2.1760 1.8815 2.2296
C 3.3654 2.1193 -1.7116
C 2.8425 3.1226 -0.9695
C 2.2876 4.3840 -1.5693
C 1.4025 4.1664 -2.8326
C 0.5911 2.9077 -2.8143
C 0.9662 1.7797 -3.4548
C 2.3503 1.5337 -4.0114
C 3.5237 2.1638 -3.1939
H 3.1509 5.0299 -1.8310
H 2.0276 4.2384 -3.7383
H 1.6876 4.9563 -0.8345
H 3.7180 3.1867 -3.5546
H 3.8631 1.2840 -1.2200
H 3.0145 3.1545 0.1107
H 4.4357 1.5750 -3.4192
H 2.5593 0.4471 -4.1106
H 0.2014 1.0740 -3.7892
H 2.3622 1.9449 -5.0402
H 0.6818 5.0056 -2.8848
H -0.4212 3.0184 -2.4176
P 1.4670 0.3008 0.3873
P -0.9413 -1.4614 -1.1078
C 1.5774 -0.1718 -1.3745
C 0.5755 -1.1253 -2.0465
H 2.6017 -0.5144 -1.5610
H 1.4754 0.8010 -1.8594
H 0.2480 -0.7008 -3.0073
H 1.0545 -2.0889 -2.2643
C -1.5367 -3.1138 -1.3924
H -2.4790 -3.2724 -0.8545
H -0.8091 -3.8459 -1.0269
H -1.7002 -3.2608 -2.4662
C -2.2296 -0.2865 -1.5257
H -2.2035 -0.0662 -2.5980
H -2.1059 0.6452 -0.9631
H -3.2013 -0.7201 -1.2623
C 3.0502 0.2218 1.1671
H 2.9115 0.3095 2.2495
H 3.7072 1.0252 0.8279
H 3.5104 -0.7498 0.9584
C 0.6037 1.8590 0.6529
H -0.4750 1.7189 0.5395
H 0.9290 2.6204 -0.0551
H 0.8152 2.1969 1.6725
F 1.9603 -2.7273 2.0719
C 1.1090 -2.6906 0.9769
F 1.9476 -2.8611 -0.1190
F 0.3595 -3.8484 1.0318
*
```

Values from the calculation:
**Relative energy (zero: lowest compared OMol25 entry of this formula, charge and spin)**: 1.067 eV
**LUMO level (alpha / beta)**: -1.867 / -4.817 eV
**F_max**: 0.06501 Eh/bohr
**⟨S²⟩**: 8.77



- What is the formula in the third record?
  C25H43F3P2Ru